Record 1
# C44H58N11O5P

C44H58N11O5P as an isolated structure (wB97M-V/def2-TZVPD, the OMol25 dataset).

Geometry as ORCA input:
```
! RIJCOSX wB97M-V def2-TZVPD def2/J DEFGRID3
* xyz -2 1
O -40.643 21.477 -42.934
H -41.584 21.096 -43.135
H -40.621 21.613 -41.857
H -40.603 22.426 -43.120
P -41.745 22.794 -40.295
O -43.166 22.760 -40.689
O -40.767 23.515 -41.391
O -41.199 21.384 -40.543
O -41.447 23.276 -38.943
N -41.164 25.262 -37.468
C -41.152 25.453 -36.089
C -41.140 26.828 -35.835
C -41.470 27.541 -37.083
C -41.465 26.516 -38.060
H -40.969 24.210 -38.063
H -40.874 24.484 -35.474
H -40.923 27.294 -35.029
H -41.755 28.561 -37.377
H -41.479 26.686 -39.066
N -45.484 21.871 -40.476
C -46.203 22.363 -39.425
C -47.364 21.781 -39.488
C -47.447 20.830 -40.798
C -46.157 20.984 -41.285
H -44.473 22.111 -40.503
H -45.764 23.145 -38.813
H -48.274 21.994 -39.041
H -48.194 20.194 -40.996
H -45.681 20.470 -42.098
N -43.211 22.807 -37.116
C -43.773 21.586 -36.803
C -44.864 21.914 -36.039
C -45.066 23.292 -35.960
C -44.128 23.900 -36.671
H -42.487 23.235 -37.852
H -43.309 20.788 -37.176
H -45.416 21.047 -35.546
H -45.836 23.934 -35.380
H -43.827 24.910 -36.617
N -44.657 24.797 -40.688
C -45.811 24.962 -41.514
C -46.493 26.017 -41.042
C -45.767 26.525 -39.792
C -44.602 25.738 -39.700
H -44.045 24.146 -40.686
H -46.013 24.225 -42.253
H -47.380 26.376 -41.687
H -46.182 27.315 -39.405
H -43.742 25.539 -39.110
N -41.781 19.175 -39.413
C -43.122 18.935 -39.111
C -43.138 17.789 -38.436
C -41.691 17.315 -38.246
C -40.950 18.289 -38.788
H -41.443 20.065 -39.719
H -43.994 19.472 -39.436
H -44.092 17.257 -37.995
H -41.684 16.447 -37.728
H -39.694 18.476 -38.713
N -40.780 24.171 -43.856
C -39.719 24.070 -44.743
C -40.226 23.767 -45.969
C -41.752 23.969 -45.739
C -41.976 24.006 -44.459
H -40.518 24.265 -42.829
H -38.739 23.945 -44.247
H -39.563 23.382 -46.929
H -42.538 23.843 -46.452
H -42.963 24.019 -43.867
N -40.807 26.026 -41.455
C -42.018 26.570 -41.830
C -41.867 27.871 -41.593
C -40.435 28.069 -41.192
C -39.836 26.935 -41.201
H -40.763 24.689 -41.271
H -42.712 25.879 -41.875
H -42.666 28.558 -41.636
H -39.973 28.928 -41.073
H -38.651 26.563 -40.999
N -39.191 20.092 -40.691
C -37.956 20.432 -40.154
C -36.934 19.593 -40.604
C -37.639 18.504 -41.500
C -39.025 18.887 -41.439
H -40.033 20.518 -40.501
H -37.944 21.381 -39.687
H -35.841 19.677 -40.655
H -37.413 17.570 -41.885
H -39.963 18.616 -41.754
N -43.371 21.267 -42.843
C -43.078 19.865 -42.729
C -42.885 19.225 -43.910
C -43.281 20.328 -44.838
C -43.711 21.433 -44.161
H -43.479 21.984 -41.960
H -42.883 19.503 -41.950
H -42.445 18.457 -44.121
H -43.115 20.314 -45.880
H -44.268 22.221 -44.734
N -38.264 23.486 -41.189
C -37.636 24.213 -40.163
C -36.195 24.015 -40.494
C -36.160 23.187 -41.663
C -37.432 22.918 -42.102
H -39.415 23.233 -41.013
H -38.165 24.679 -39.469
H -35.235 24.606 -40.010
H -35.212 23.054 -42.279
H -37.817 22.313 -42.909
N -39.728 22.378 -37.279
C -38.661 23.056 -36.724
C -38.061 22.267 -35.741
C -38.864 20.934 -35.806
C -39.804 21.127 -36.786
H -40.574 22.608 -37.938
H -38.571 24.006 -37.105
H -37.331 22.381 -35.143
H -38.541 20.101 -35.225
H -40.571 20.596 -37.086
*
```

The value obtained for the orbital gap is 7.50 eV. The HOMO energy is -3.18 eV. As for the total energy: -3030.82623 hartree. The energy above the lowest of the compared OMol25 structures with the same formula, charge and spin comes out at 451.8 kJ/mol.

Atomic partial charges in e from the Löwdin method, atoms 1 to 4:
1. O 0.123
2. H 0.116
3. H 0.085
4. H 0.062

=====

Record 2
# C44H60AsIIrN5Sb2Si2

C44H60AsIIrN5Sb2Si2 as an isolated structure (wB97M-V/def2-TZVPD, the OMol25 dataset).

Geometry as ORCA input:
```
! RIJCOSX wB97M-V def2-TZVPD def2/J DEFGRID3
* xyz 2 5
Ir 0.971 0.464 0.819
C 0.958 -1.667 -2.021
C 0.309 -1.811 -3.381
C -0.674 -0.718 -3.807
Sb -2.576 -0.725 -2.789
C -3.378 1.056 -3.650
C -2.831 1.647 -4.784
C -3.390 2.809 -5.302
C -4.501 3.378 -4.695
C -5.057 2.785 -3.569
C -4.491 1.631 -3.044
C -3.531 -2.300 -3.852
C -3.116 -2.711 -5.116
C -3.772 -3.752 -5.758
C -4.841 -4.387 -5.141
C -5.255 -3.984 -3.880
C -4.597 -2.946 -3.234
Sb -0.717 -1.433 -0.338
C -1.927 -0.999 1.488
C -3.181 -1.588 1.597
C -4.019 -1.243 2.651
C -3.612 -0.308 3.593
C -2.361 0.284 3.487
C -1.530 -0.071 2.431
C -1.025 -3.533 -0.134
C -1.422 -4.253 -1.258
C -1.698 -5.610 -1.164
C -1.578 -6.259 0.055
C -1.201 -5.544 1.183
C -0.936 -4.185 1.093
H 1.563 -0.766 -1.919
H 1.507 -2.551 -1.701
H -0.158 -2.793 -3.475
H 1.132 -1.824 -4.109
H -0.890 -0.841 -4.869
H -0.245 0.281 -3.698
H -1.975 1.208 -5.282
H -2.966 3.262 -6.189
H -4.944 4.274 -5.110
H -5.936 3.216 -3.107
H -4.933 1.174 -2.164
H -2.291 -2.224 -5.620
H -3.451 -4.065 -6.743
H -5.352 -5.196 -5.644
H -6.088 -4.478 -3.398
H -4.924 -2.645 -2.244
H -3.506 -2.326 0.872
H -4.993 -1.706 2.736
H -4.267 -0.045 4.413
H -2.036 1.007 4.224
H -0.536 0.410 2.390
H -1.553 -3.766 -2.216
H -2.016 -6.155 -2.044
H -1.789 -7.318 0.130
H -1.121 -6.041 2.141
H -0.684 -3.644 1.998
C 2.769 -0.265 3.211
N 3.618 -1.183 3.914
C 4.720 -1.577 3.030
N 4.217 -2.223 1.815
C 3.361 -1.306 1.106
N 2.190 -0.861 1.947
C 1.468 -2.122 2.371
N 2.324 -3.034 3.081
C 2.852 -2.378 4.277
C 3.441 -3.405 2.207
H 3.351 0.614 2.925
H 1.932 0.047 3.841
H 5.373 -2.270 3.559
H 5.297 -0.692 2.756
H 2.960 -1.779 0.207
H 3.921 -0.411 0.823
H 1.113 -2.610 1.462
H 0.615 -1.832 2.986
H 3.500 -3.070 4.813
H 2.025 -2.095 4.930
H 3.051 -3.896 1.314
H 4.094 -4.100 2.733
C 3.132 3.053 4.817
Si 1.689 3.508 3.724
C 0.084 2.748 4.299
C 1.576 5.342 3.423
As 2.064 2.500 1.594
Si 3.805 3.437 0.262
C 3.108 5.002 -0.475
C 5.233 3.753 1.419
C 4.224 2.161 -1.044
H 3.069 3.632 5.742
H 4.089 3.290 4.349
H 3.136 1.996 5.090
H -0.129 3.049 5.327
H 0.134 1.658 4.279
H -0.754 3.069 3.677
H 1.320 5.851 4.355
H 0.810 5.590 2.687
H 2.529 5.750 3.080
H 2.704 5.664 0.292
H 2.314 4.787 -1.194
H 3.896 5.543 -1.003
H 4.992 4.521 2.157
H 6.096 4.106 0.848
H 5.536 2.849 1.950
H 3.355 1.583 -1.371
H 4.981 1.459 -0.690
H 4.632 2.663 -1.924
I 0.889 3.516 -4.180
C -0.122 3.032 -2.434
C -1.306 3.653 -2.064
C -1.891 3.292 -0.861
C -1.282 2.344 -0.060
N -0.139 1.746 -0.423
C 0.420 2.075 -1.597
H -1.770 4.391 -2.706
H -2.819 3.742 -0.540
H -1.703 2.050 0.891
H 1.341 1.568 -1.855
*
```

The value obtained for the orbital gap (spin up / spin down) is 6.32 / 6.28 eV. As for the expectation value of S²: 6.03. The HOMO energy (spin up / spin down) is -11.15 / -12.98 eV. As for the total energy: -5683.10696 hartree. The energy above the lowest of the compared OMol25 structures with the same formula, charge and spin comes out at 21.5 kJ/mol.

Atomic partial charges in e from the Löwdin method, atoms 1 to 4:
1. Ir 0.683
2. C -0.288
3. C -0.351
4. C -0.379

=====

Record 3
# C44H60N4O7P3Rb

C44H60N4O7P3Rb as an isolated structure (wB97M-V/def2-TZVPD, the OMol25 dataset).

Geometry as ORCA input:
```
! RIJCOSX wB97M-V def2-TZVPD def2/J DEFGRID3
* xyz 0 1
Rb 0.279 -0.845 0.808
N 1.529 0.620 3.636
C 1.486 1.913 4.129
C 1.978 2.196 5.414
C 1.961 3.478 5.922
C 1.450 4.534 5.168
C 0.980 4.270 3.896
C 0.998 2.984 3.350
P 0.476 2.663 1.630
C 1.612 3.702 0.640
C 1.283 3.925 -0.702
C 2.156 4.593 -1.547
C 3.383 5.044 -1.069
C 3.722 4.823 0.256
C 2.842 4.159 1.108
C -1.103 3.585 1.456
C -1.173 4.949 1.169
C -2.400 5.584 1.031
C -3.578 4.861 1.179
C -3.519 3.502 1.456
C -2.290 2.863 1.585
H 1.622 -0.107 4.328
H 0.752 0.409 3.026
H 2.366 1.378 6.012
H 2.343 3.658 6.920
H 1.424 5.539 5.569
H 0.587 5.082 3.293
H 0.333 3.567 -1.085
H 1.879 4.763 -2.581
H 4.066 5.567 -1.729
H 4.674 5.170 0.639
H 3.118 3.995 2.142
H -0.260 5.520 1.038
H -2.436 6.644 0.809
H -4.536 5.356 1.074
H -4.433 2.929 1.567
H -2.242 1.801 1.787
N -2.654 -0.222 4.818
C -1.933 -0.614 3.731
O -1.284 0.224 3.108
C -2.017 -2.071 3.355
C -0.628 -2.698 3.179
H -2.514 0.717 5.151
H -3.057 -0.909 5.428
H -2.550 -2.062 2.394
H -2.710 -2.556 4.068
H -0.781 -3.732 2.816
H -0.217 -2.849 4.199
C 3.268 -4.407 2.466
C 4.515 -4.371 1.877
C 4.906 -3.227 1.198
C 4.028 -2.152 1.137
N 2.819 -2.190 1.693
C 2.445 -3.293 2.345
C 4.384 -0.880 0.438
C 5.705 -0.537 0.167
C 5.982 0.651 -0.488
C 4.933 1.473 -0.856
C 3.650 1.056 -0.538
N 3.371 -0.086 0.089
H 2.922 -5.279 3.003
H 5.181 -5.223 1.936
H 5.873 -3.190 0.712
H 1.433 -3.245 2.754
H 6.516 -1.181 0.480
H 7.006 0.931 -0.702
H 5.086 2.419 -1.356
H 2.800 1.678 -0.800
C -4.922 -2.754 0.436
C -3.634 -2.955 -0.330
C -2.809 -4.128 0.150
O -2.807 -1.772 -0.155
P -2.599 -0.590 -1.158
O -1.630 0.373 -0.632
C -2.012 -1.320 -2.716
P -0.328 -1.972 -2.645
O -0.074 -2.753 -1.423
O -0.097 -2.722 -4.028
C -0.602 -4.022 -4.444
C -1.652 -3.789 -5.511
C -1.108 -4.882 -3.304
O 0.542 -0.675 -2.822
C 1.933 -0.588 -3.250
C 2.757 -1.763 -2.759
C 1.985 -0.400 -4.751
O -4.061 -0.078 -1.455
C -4.462 1.133 -2.165
C -4.909 0.739 -3.558
C -3.397 2.212 -2.170
H -5.561 -3.633 0.329
H -5.458 -1.879 0.068
H -4.699 -2.615 1.496
H -3.850 -3.064 -1.399
H -2.565 -4.012 1.209
H -1.871 -4.180 -0.404
H -3.370 -5.056 0.016
H -2.066 -0.558 -3.498
H -2.673 -2.137 -3.021
H 0.267 -4.500 -4.894
H -2.539 -3.313 -5.084
H -1.957 -4.741 -5.949
H -1.260 -3.150 -6.303
H -1.991 -4.445 -2.831
H -0.350 -5.023 -2.536
H -1.396 -5.853 -3.712
H 2.281 0.317 -2.759
H 2.514 -2.673 -3.312
H 2.590 -1.934 -1.696
H 3.816 -1.543 -2.908
H 1.640 -1.297 -5.265
H 3.013 -0.195 -5.055
H 1.364 0.445 -5.052
H -5.323 1.478 -1.596
H -4.060 0.412 -4.164
H -5.362 1.598 -4.055
H -5.643 -0.066 -3.517
H -2.522 1.910 -2.752
H -3.067 2.462 -1.162
H -3.823 3.104 -2.633
*
```

The value obtained for the orbital gap is 5.17 eV. The HOMO energy is -4.94 eV. As for the total energy: -3506.71800 hartree. The energy above the lowest of the compared OMol25 structures with the same formula, charge and spin comes out at 64.2 kJ/mol.

Atomic partial charges in e from the Löwdin method, atoms 1 to 4:
1. Rb 0.781
2. N 0.105
3. C -0.317
4. C -0.040

=====

Record 4
# C44H62BN9O3PSSc

C44H62BN9O3PSSc as an isolated structure (wB97M-V/def2-TZVPD, the OMol25 dataset).

Geometry as ORCA input:
```
! RIJCOSX wB97M-V def2-TZVPD def2/J DEFGRID3
* xyz 0 1
Sc 0.198 -0.007 -0.435
C -3.261 3.145 3.000
N -2.112 2.349 2.580
C -1.303 1.631 3.415
C -0.494 0.878 2.618
N -0.813 1.113 1.311
C -1.797 1.994 1.315
P -2.699 2.523 -0.156
C -3.059 0.900 -0.888
N -2.150 0.007 -1.248
C -2.840 -1.012 -1.847
C -4.173 -0.729 -1.833
N -4.301 0.497 -1.239
C -5.552 1.133 -0.853
C -1.309 2.828 -1.317
N -0.278 2.033 -1.578
C 0.251 2.457 -2.768
C -0.445 3.537 -3.218
N -1.425 3.768 -2.290
C -2.454 4.794 -2.402
H -2.989 3.726 3.878
H -4.103 2.482 3.216
H -3.536 3.828 2.201
H -1.381 1.711 4.486
H 0.300 0.202 2.891
H -2.326 -1.844 -2.299
H -5.028 -1.278 -2.187
H -6.367 0.634 -1.371
H -5.545 2.185 -1.132
H -5.677 1.027 0.227
H 1.096 1.971 -3.224
H -0.322 4.157 -4.089
H -2.074 5.601 -3.022
H -2.695 5.188 -1.419
H -3.357 4.389 -2.856
C 1.972 -4.570 0.817
C 2.643 -3.291 1.255
C 3.724 -3.313 2.131
C 4.255 -2.109 2.571
C 5.403 -2.093 3.549
C 3.743 -0.896 2.114
C 2.708 -0.820 1.160
C 2.173 -2.077 0.797
N 2.127 0.304 0.588
C 2.859 1.579 0.407
C 1.946 2.760 0.791
C 2.578 4.112 0.439
C 2.858 4.167 -1.067
C 3.819 3.036 -1.454
C 5.129 3.203 -0.684
C 4.829 3.137 0.815
C 3.890 4.280 1.203
C 4.179 1.791 1.173
C 3.214 1.679 -1.089
H 2.523 -5.443 1.165
H 1.896 -4.625 -0.271
H 0.959 -4.640 1.227
H 4.124 -4.256 2.489
H 5.498 -3.050 4.062
H 5.268 -1.314 4.301
H 6.348 -1.894 3.037
H 4.173 -0.012 2.553
H 1.283 -2.091 0.189
H 1.731 2.700 1.864
H 0.986 2.673 0.274
H 1.883 4.912 0.711
H 3.300 5.134 -1.331
H 1.921 4.077 -1.623
H 4.015 3.071 -2.532
H 5.599 4.160 -0.933
H 5.831 2.411 -0.961
H 5.763 3.222 1.378
H 4.348 5.247 0.969
H 3.702 4.260 2.282
H 3.993 1.783 2.248
H 4.881 0.987 0.938
H 3.907 0.867 -1.333
H 2.318 1.485 -1.673
C -1.587 -3.706 -0.228
C -1.323 -2.710 0.855
C -1.748 -3.026 2.238
O -0.771 -1.647 0.607
H -2.670 -3.835 -0.320
H -1.171 -4.671 0.067
H -1.158 -3.381 -1.174
H -1.947 -4.086 2.378
H -2.667 -2.446 2.423
H -0.995 -2.665 2.942
C -6.198 -2.897 5.687
C -6.013 -1.571 5.005
C -6.602 -0.412 5.496
C -6.321 0.750 4.803
N -5.551 0.796 3.725
C -5.025 -0.378 3.289
S -4.030 -0.380 1.880
N -5.243 -1.559 3.923
H -7.081 -2.902 6.326
H -5.325 -3.114 6.307
H -6.277 -3.687 4.943
H -7.239 -0.418 6.371
H -6.736 1.699 5.131
C -0.196 -3.421 -5.063
C 0.529 -2.188 -4.558
C 0.509 -1.097 -5.624
O -0.174 -1.670 -3.409
B 0.755 -1.137 -2.500
O 2.036 -1.474 -2.931
C 1.947 -2.448 -3.986
C 3.087 -2.226 -4.962
C 2.079 -3.821 -3.333
H -1.182 -3.137 -5.435
H -0.327 -4.156 -4.269
H 0.356 -3.887 -5.883
H -0.528 -0.826 -5.826
H 0.970 -1.433 -6.555
H 1.034 -0.207 -5.270
H 3.104 -1.198 -5.322
H 3.001 -2.899 -5.819
H 4.035 -2.428 -4.462
H 1.261 -3.990 -2.630
H 3.016 -3.851 -2.776
H 2.082 -4.624 -4.072
*
```

The value obtained for the orbital gap is 6.68 eV. The HOMO energy is -6.46 eV. As for the total energy: -3957.72983 hartree. The energy above the lowest of the compared OMol25 structures with the same formula, charge and spin comes out at 90.8 kJ/mol.

Atomic partial charges in e from the Löwdin method, atoms 1 to 4:
1. Sc 1.010
2. C -0.025
3. N -0.117
4. C -0.041